Record 1
ORCA calculation (ωB97M-V/def2-TZVPD) on a molecular structure, C33H61N5O4PReS2Si4.

Output
Multiplicity ... 3
Gap between HOMO and LUMO (spin up / spin down) ... 0.2590 / 0.2401 hartree
Total charge ... 0

```
111
Properties=species:S:1:pos:R:3:forces:R:3:mulliken_charge:R:1
Re 0.0578 0.0832 0.0160 -0.1061 0.2418 0.6855 1.540
O -1.3804 0.9245 1.2124 0.0316 -0.0703 0.5163 0.101
N -1.7160 0.3502 2.3964 -0.0762 0.0354 -0.1100 0.387
C -2.4458 1.1015 3.2533 0.0566 -0.0399 -0.1816 -0.647
C -2.8713 0.5938 4.4474 0.0034 0.1191 -0.0694 -0.858
C -2.5432 -0.7296 4.7618 0.0326 -0.1728 0.0513 -0.529
C -1.8038 -1.4710 3.8776 -0.0146 -0.1032 0.0864 -0.711
C -1.3617 -0.9221 2.6587 -0.0077 -0.0500 -0.0976 0.040
S -0.4071 -1.7704 1.5198 0.3654 0.0602 -0.1524 -0.564
H -2.6408 2.1022 2.9010 -0.0279 0.0391 -0.0125 0.521
H -3.4482 1.2141 5.1177 0.0163 -0.0018 -0.0342 0.486
H -2.8728 -1.1667 5.6981 0.0346 0.0316 -0.0924 0.413
H -1.5336 -2.4998 4.0854 -0.0217 0.0900 -0.0231 0.532
O -5.5808 4.8162 -2.6594 -0.0385 0.1355 -0.1330 -0.518
C -4.3613 5.0242 -3.2105 0.0426 -0.0949 0.1329 0.418
O -4.2722 5.7024 -4.1918 0.0881 0.1448 -0.2073 -0.567
C -3.1933 4.3711 -2.5421 0.0112 0.0348 0.0402 1.074
C -3.2191 3.8989 -1.2319 0.0356 0.1676 0.1811 -0.586
C -2.1055 3.2905 -0.6732 0.0484 0.2023 -0.1070 -0.790
C -0.9353 3.1279 -1.4198 -0.0943 0.0571 0.0542 0.151
S 0.5103 2.3621 -0.7406 0.0118 -0.1143 -0.2684 -0.671
C -0.9057 3.6203 -2.7271 -0.0991 0.0879 -0.0106 -0.392
C -2.0187 4.2391 -3.2767 0.0815 -0.0319 -0.0438 -1.088
H -5.5171 4.1613 -1.9634 0.0167 -0.2325 0.2455 0.339
H -4.1009 4.0214 -0.6051 0.0745 -0.0220 -0.0770 0.256
H -2.1334 2.9190 0.3374 -0.0045 -0.0301 0.0927 0.476
H -0.0021 3.5022 -3.3141 -0.0697 0.0472 0.0402 0.527
H -1.9993 4.6210 -4.2922 0.0092 -0.0439 0.1011 0.433
N 1.8883 -0.2243 -1.2519 0.1832 -0.4397 0.6008 0.127
C 3.1138 -0.8726 -0.8067 -0.0184 0.0652 0.0042 -0.153
C 3.0476 -1.9992 -0.0044 -0.0319 -0.0103 -0.0089 0.556
C 4.2180 -2.6152 0.4201 -0.0759 -0.0549 0.0580 -0.808
C 5.4542 -2.0951 0.0617 0.0529 0.0034 -0.0046 -0.625
C 5.5177 -0.9643 -0.7426 -0.0388 -0.0100 -0.0130 -0.600
C 4.3489 -0.3591 -1.1865 -0.0653 0.0067 -0.0300 -0.633
H 2.0879 0.7340 -1.5000 0.1774 0.4752 -0.2135 0.475
H 1.5858 -0.6489 -2.1184 -0.1559 -0.2623 -0.2267 -0.623
H 2.0720 -2.3736 0.2790 0.0354 -0.0210 0.0357 0.159
H 4.1605 -3.5055 1.0402 -0.0043 0.1136 -0.0728 0.464
H 6.3671 -2.5732 0.4012 -0.0845 0.0447 -0.0284 0.414
H 6.4790 -0.5572 -1.0347 -0.0504 -0.0154 0.0084 0.425
H 4.3913 0.5193 -1.8267 0.0015 -0.1140 0.0567 0.597
C 2.1230 3.6895 3.2484 -0.0191 0.0010 -0.0420 -0.815
N 2.0587 2.3245 3.7605 -0.0686 0.0421 0.0375 0.114
C 0.8381 2.0560 4.5228 0.1042 0.0206 -0.0260 -0.971
P 2.5713 1.0711 2.7881 -0.1607 0.2426 -0.3270 -1.154
O 1.5658 0.7104 1.7402 0.2756 -0.3749 0.3176 1.179
N 2.9444 -0.0925 3.9002 -0.1588 0.0912 0.2248 0.532
C 3.5115 0.2467 5.2027 -0.0480 0.0667 -0.0367 -1.331
C 2.4024 -1.4368 3.8500 0.2997 -0.0122 0.2797 -0.466
N 3.9855 1.5284 2.0774 0.1646 0.1436 -0.1253 0.848
C 3.9906 2.3133 0.8419 0.1905 -0.0717 0.0613 -1.265
C 5.2517 1.5147 2.8030 -0.1110 -0.0014 -0.0764 -1.147
H 2.0307 4.3883 4.0823 -0.0064 -0.0157 0.0052 0.378
H 1.3217 3.8982 2.5276 0.0441 -0.0189 0.0066 0.183
H 3.0828 3.8719 2.7640 -0.0877 -0.0427 0.0721 0.251
H 0.8726 2.5769 5.4830 0.0075 0.0095 -0.0164 0.377
H 0.7311 0.9847 4.7137 0.0424 0.0794 0.0027 0.244
H -0.0524 2.3876 3.9812 -0.0109 0.0140 -0.0656 0.250
H 3.7669 1.3041 5.2518 -0.0058 -0.1100 -0.0094 0.402
H 4.4126 -0.3444 5.3951 -0.0440 -0.0226 -0.0393 0.372
H 2.7930 0.0335 6.0040 -0.0019 0.0101 -0.0570 0.373
H 1.9751 -1.6271 2.8881 -0.2424 -0.1459 -0.5682 -0.208
H 1.6178 -1.5680 4.6057 0.0154 -0.0002 0.0091 0.225
H 3.1950 -2.1670 4.0461 -0.0645 0.0251 -0.0263 0.293
H 2.9991 2.3343 0.3955 -0.0522 -0.0044 0.0329 0.223
H 4.6878 1.8628 0.1264 -0.0892 0.0775 0.1468 0.266
H 4.3093 3.3483 1.0166 -0.0365 -0.0558 0.0382 0.466
H 5.3340 0.6184 3.4182 -0.0354 0.0948 -0.0549 0.289
H 5.3883 2.4016 3.4377 -0.0215 -0.0529 -0.0550 0.231
H 6.0654 1.4898 2.0776 -0.0042 -0.0040 -0.0281 0.390
C -3.6206 0.9434 -2.6100 0.1710 0.0441 -0.0977 -0.738
Si -3.4674 -0.6871 -1.6735 -0.0103 0.1354 -0.0589 0.152
C -4.5727 -1.9374 -2.5572 -0.0597 -0.1501 -0.1059 -0.960
C -4.1343 -0.4321 0.0728 -0.0176 0.0662 0.1692 -0.635
Si -1.2134 -1.3490 -1.5807 -0.1440 0.0296 -0.2779 0.376
Si -1.3198 -3.6877 -1.2647 0.0145 -0.0451 0.0294 0.626
C 0.3211 -4.4735 -0.7485 0.1517 0.0033 0.0566 -1.051
C -1.8043 -4.5281 -2.8887 -0.1196 0.0116 -0.2080 -1.196
C -2.6020 -4.2339 0.0131 -0.1769 -0.0031 -0.0195 -1.120
Si -0.4775 -1.1614 -3.8191 0.0647 0.0015 0.0253 0.581
C -1.7561 -1.6583 -5.1093 -0.1482 -0.1523 -0.0880 -1.122
C 0.0290 0.6265 -4.1845 0.0152 0.0991 -0.1053 -0.827
C 1.0474 -2.2711 -4.1105 0.0888 -0.1154 0.0282 -1.305
H -4.6403 1.3469 -2.5355 0.1253 -0.0625 -0.0106 0.454
H -3.3934 0.8104 -3.6772 -0.0590 0.0030 0.1859 0.281
H -2.9231 1.6950 -2.2130 -0.2866 -0.4410 -0.2327 -0.143
H -5.5711 -1.4998 -2.6990 0.1443 -0.0805 0.0318 0.408
H -4.6928 -2.8686 -1.9875 0.0415 0.1688 -0.1297 0.254
H -4.1789 -2.1943 -3.5518 -0.1072 0.0749 0.2601 0.254
H -5.1976 -0.1579 0.0536 0.1321 -0.0572 0.0003 0.541
H -3.5738 0.3766 0.5636 -0.1718 -0.1982 -0.1618 -0.235
H -4.0249 -1.3421 0.6798 -0.0176 0.1639 -0.0934 0.171
H 1.1538 -4.1708 -1.3998 -0.1863 -0.0698 0.1403 0.190
H 0.2331 -5.5674 -0.8029 0.0179 0.1512 0.0031 0.465
H 0.5781 -4.2147 0.2880 -0.0299 -0.0454 -0.2124 0.202
H -0.9829 -4.5074 -3.6204 -0.2203 0.0164 0.1771 0.271
H -2.6890 -4.0644 -3.3531 0.2673 -0.1732 0.1759 0.268
H -2.0467 -5.5809 -2.6877 0.0561 0.1457 -0.0448 0.460
H -2.2530 -4.0507 1.0326 -0.0196 0.0035 -0.0858 0.269
H -2.7857 -5.3113 -0.1018 0.0236 0.1531 0.0417 0.450
H -3.5631 -3.7168 -0.1117 0.1941 -0.1082 0.0118 0.233
H -2.6285 -0.9936 -5.0770 0.1347 -0.1202 -0.0088 0.235
H -2.1043 -2.6931 -4.9749 0.1099 0.3291 -0.0595 0.307
H -1.3128 -1.5786 -6.1110 -0.0620 -0.0039 0.1197 0.410
H -0.7161 1.1049 -4.8345 0.1068 -0.0643 0.1264 0.288
H 0.9980 0.6808 -4.6989 -0.1417 -0.0216 0.0444 0.521
H 0.0950 1.2266 -3.2720 0.0332 -0.0988 -0.0907 -0.309
H 0.7333 -3.2214 -4.5634 0.0670 0.1591 0.1015 0.302
H 1.5993 -2.5338 -3.1955 -0.0863 0.0684 -0.1643 0.113
H 1.7529 -1.7959 -4.8037 -0.0954 -0.0697 0.0735 0.483
```
Positions in Å, forces in eV/Å.

---

Record 2
ORCA calculation (ωB97M-V/def2-TZVPD) on a molecular structure, C33H62AsBIrN4O5Se2Si3.

Output
Gap between HOMO and LUMO ... 0.2700 hartree
Total charge ... +1

```
112
Properties=species:S:1:pos:R:3:forces:R:3:mulliken_charge:R:1
Ir 0.5292 0.6088 0.7282 -1.1764 0.0773 -1.6613 0.885
Se 3.1163 3.1845 1.1979 -0.7927 -0.5759 0.9915 0.079
Se 2.4478 2.2692 3.3504 1.0102 0.4736 0.0665 0.158
C 0.8688 1.2519 3.7384 -0.4704 -0.1414 -0.9555 0.027
C 0.4393 1.3449 5.0551 0.2201 0.0540 0.0980 -0.966
C -0.5259 0.4686 5.5142 0.0596 -0.0139 0.1005 -0.734
C -1.0581 -0.4653 4.6429 0.1769 -0.1396 0.0231 -1.236
C -0.6274 -0.4650 3.3325 0.1389 -0.2519 0.1400 0.332
N 0.3121 0.3750 2.8797 0.3111 1.2025 -0.6935 0.630
C 3.7184 1.5161 0.5066 0.1777 -0.3457 -0.2273 -0.276
C 5.0871 1.3197 0.3733 -0.0324 0.1754 -0.0037 -1.117
C 5.5571 0.1003 -0.0825 0.0374 -0.0009 0.0134 -0.826
C 4.6380 -0.8837 -0.3925 0.0102 0.0190 -0.0280 -1.186
C 3.2898 -0.5920 -0.2783 -0.0653 0.0009 -0.0516 -0.179
N 2.8204 0.5781 0.1646 0.3394 0.0164 0.7702 0.778
H 0.8850 2.0786 5.7130 -0.0252 0.0284 -0.0204 0.571
H -0.8491 0.5090 6.5460 -0.0246 0.0458 -0.0099 0.486
H -1.7952 -1.1849 4.9705 -0.0376 0.0191 -0.0469 0.569
H -1.0298 -1.1547 2.6043 -0.0486 0.0642 0.0087 0.307
H 5.7607 2.1186 0.6489 0.0380 -0.0380 0.0054 0.576
H 6.6200 -0.0747 -0.1859 -0.0018 -0.0085 0.0370 0.508
H 4.9514 -1.8620 -0.7308 -0.0257 0.0133 -0.0532 0.596
H 2.5369 -1.3180 -0.5552 -0.0015 -0.0343 0.0668 0.266
C 3.3451 -0.6455 -3.6793 -0.1266 -0.1039 0.1082 -0.652
Si 2.3667 0.9508 -3.5880 0.3239 0.0539 -0.1061 0.455
C 1.8244 1.3011 -5.3459 -0.2630 0.1142 0.0532 -1.202
C 3.4474 2.3542 -2.9648 -0.0149 0.0256 0.1099 -1.120
As 0.4716 0.7196 -2.1639 -0.2692 -0.5019 0.9974 0.571
Si -1.0173 2.3553 -3.0887 -0.2100 0.2855 -0.0452 0.732
C -0.1201 3.9913 -3.2117 0.0840 0.0441 0.0213 -1.033
C -2.5593 2.4217 -2.0369 0.0781 -0.1492 0.1368 -0.798
C -1.6070 1.8925 -4.8104 0.2304 -0.2143 -0.0500 -1.205
Si -0.3507 -1.3862 -2.9211 -0.0489 -0.1531 -0.0459 -0.076
C 0.6534 -2.7462 -2.1129 0.1216 0.0642 0.1070 -0.505
C -2.1100 -1.4658 -2.3174 -0.0228 0.0596 -0.0547 -0.336
C -0.2815 -1.6485 -4.7753 0.0875 0.1837 -0.0536 -0.955
H 4.1681 -0.5303 -4.3892 -0.0289 0.0788 -0.0163 0.522
H 2.7189 -1.4683 -4.0282 0.0353 0.0049 -0.0472 0.204
H 3.7689 -0.9326 -2.7222 0.0461 -0.0430 -0.0315 -0.091
H 2.6113 1.0059 -6.0439 0.0616 0.0114 0.0687 0.444
H 1.6186 2.3623 -5.5005 -0.0280 -0.0156 0.0036 0.358
H 0.9251 0.7442 -5.6080 0.0510 -0.0204 -0.0592 0.258
H 4.5091 2.1135 -3.0594 -0.0155 -0.0381 -0.0123 0.477
H 3.2404 2.5765 -1.9173 0.0071 0.0303 -0.0084 0.063
H 3.2650 3.2672 -3.5343 -0.0174 -0.0102 0.0004 0.524
H -0.2855 4.5803 -2.3125 0.0056 -0.0097 -0.0090 0.314
H -0.4573 4.5655 -4.0776 -0.0245 -0.0893 -0.0487 0.447
H 0.9584 3.8429 -3.2980 -0.0071 0.0471 -0.0401 0.048
H -2.3351 2.1731 -1.0016 -0.0833 0.1222 0.0002 0.076
H -3.3129 1.7253 -2.4126 0.0266 -0.0023 -0.0362 0.421
H -2.9943 3.4242 -2.0527 0.0542 0.0208 -0.0323 0.610
H -0.8447 2.0682 -5.5692 -0.0381 -0.0137 -0.0222 0.348
H -2.4708 2.5138 -5.0614 0.0030 0.0354 0.0819 0.449
H -1.9196 0.8496 -4.8783 -0.0917 0.0376 -0.0127 0.215
H 0.6421 -2.6252 -1.0291 0.0071 -0.0089 -0.0318 -0.421
H 1.6933 -2.7407 -2.4470 -0.0112 -0.0184 -0.0192 0.309
H 0.2331 -3.7263 -2.3554 -0.0348 0.0284 -0.0481 0.570
H -2.1350 -1.3189 -1.2388 -0.0235 -0.0125 -0.0170 -0.479
H -2.5853 -2.4224 -2.5504 0.0443 -0.0045 -0.0560 0.612
H -2.7053 -0.6696 -2.7726 -0.0412 -0.0435 -0.0035 0.299
H 0.7414 -1.6221 -5.1553 -0.0129 -0.0432 -0.0102 0.258
H -0.8518 -0.8973 -5.3216 -0.0099 -0.0413 -0.0238 0.313
H -0.7017 -2.6272 -5.0207 -0.0022 -0.0119 0.0638 0.389
C -0.3825 4.5403 1.6950 0.0304 -0.1289 -0.0611 -0.922
O -0.0368 3.1533 1.7366 -0.0199 0.1529 0.0183 0.292
C 0.1563 2.5485 0.5404 0.2339 -0.3318 0.4651 0.166
O 0.0781 3.1828 -0.4902 -0.0491 0.1701 0.0894 -0.746
H -0.6637 4.8070 2.7101 -0.0029 0.0221 -0.0023 0.267
H -1.2111 4.6972 1.0066 -0.0138 0.0477 0.0269 0.207
H 0.4744 5.1331 1.3699 -0.0320 0.0333 -0.0252 0.274
C -1.0277 -3.6113 0.9309 0.0672 0.0309 -0.0560 -0.603
N 0.1991 -3.6818 1.7117 -0.0550 0.0231 0.0011 0.503
C 0.4237 -4.9293 2.4299 0.0787 -0.0032 -0.0094 -0.643
C 1.8979 -5.1027 2.7209 -0.0388 0.0664 -0.0077 -0.768
C 2.3997 -3.8545 3.4125 -0.0489 -0.0070 -0.0356 -0.644
N 2.1018 -2.6768 2.6072 0.0093 -0.0070 -0.0208 0.448
C 2.9319 -1.5145 2.8649 -0.0244 -0.0109 -0.0395 -0.642
C 1.0429 -2.6186 1.7589 0.0077 -0.1018 -0.0679 -0.187
O 0.8377 -1.6383 1.0106 0.0142 0.0342 -0.0365 -0.919
H -1.8588 -3.9669 1.5438 -0.0016 0.0062 -0.0008 0.513
H -0.9599 -4.2349 0.0364 0.0007 -0.0444 0.0313 0.399
H -1.2191 -2.5863 0.6298 -0.0478 0.0097 0.0287 -0.200
H 0.0631 -5.7423 1.7981 -0.0408 -0.0024 0.0195 0.386
H -0.1580 -4.9449 3.3582 -0.0300 0.0014 -0.0141 0.331
H 2.4351 -5.2448 1.7805 0.0473 -0.0276 0.0325 0.288
H 2.0665 -5.9746 3.3509 -0.0144 -0.0199 -0.0198 0.377
H 3.4818 -3.8980 3.5432 -0.0024 0.0283 0.0412 0.379
H 1.9433 -3.7569 4.4044 0.0503 0.0016 0.0256 0.308
H 2.5480 -0.6594 2.3241 0.0261 0.0077 0.0208 -0.337
H 3.9636 -1.6967 2.5548 0.0047 -0.0180 0.0178 0.399
H 2.9244 -1.2835 3.9333 -0.0004 -0.0034 0.0043 0.416
C -4.5572 -0.3633 -0.1011 0.0433 -0.0056 0.0283 -2.001
C -3.7065 -0.1903 1.1499 -0.1184 0.0679 -0.1580 1.913
C -4.1601 -1.2004 2.1922 0.0900 0.0384 -0.0236 -1.984
O -2.3344 -0.4970 0.7897 -0.0290 -0.0115 0.1030 -0.274
B -1.5444 0.6402 0.8737 0.2941 -0.2786 0.3822 0.139
O -2.2956 1.7101 1.3121 -0.0344 -0.0221 -0.1002 0.227
C -3.6342 1.2993 1.6622 -0.0145 -0.0426 -0.0072 1.379
C -4.6210 2.2519 1.0054 0.0526 0.0073 -0.0483 -1.893
C -3.7599 1.4515 3.1729 0.0617 0.0585 -0.0443 -1.799
H -4.5003 -1.3999 -0.4347 -0.0034 0.0047 -0.0036 0.504
H -4.1999 0.2720 -0.9092 -0.0368 -0.0002 0.0038 0.098
H -5.6005 -0.1248 0.1070 -0.0013 -0.0016 -0.0381 0.427
H -4.0958 -2.2031 1.7679 -0.0196 0.0008 0.0015 0.431
H -5.1973 -1.0144 2.4738 0.0111 -0.0268 0.0350 0.410
H -3.5436 -1.1639 3.0895 -0.0220 -0.0164 0.0123 0.247
H -4.5342 2.2562 -0.0783 -0.0161 -0.0069 0.0102 0.344
H -4.4171 3.2612 1.3640 -0.0183 0.0013 0.0010 0.420
H -5.6447 1.9934 1.2805 -0.0015 0.0087 -0.0204 0.376
H -3.0172 0.8553 3.6957 -0.0316 -0.0310 0.0351 0.151
H -4.7566 1.1758 3.5186 0.0159 -0.0123 0.0226 0.395
H -3.5808 2.4965 3.4281 -0.0285 0.0004 0.0018 0.487
```
Positions in Å, forces in eV/Å.

---

Summary of largest force on an atom in Eh/bohr
0.01491, 0.03961
(order as listed above)